1.
ORCA calculation (ωB97M-V/def2-TZVPD) on a molecular structure, C23H25CeN2OS.

HOMO energy (spin up / spin down) = -12.24 / -12.24 eV
Charge = +1
Lowest unoccupied orbital energy (spin up / spin down) = -5.567 / -5.556 eV
Total energy = -53041.7851 eV

```
53
C23H25CeN2OS, DFT ωB97M-V/def2-TZVPD
C 2.39933 0.12068 0.80518
C 2.26519 -0.63602 -0.40012
C 1.89692 0.25288 -1.45360
H 2.47937 -1.69944 -0.50519
C 1.83295 1.57854 -0.90383
C 2.16268 1.49594 0.48469
H 1.63162 2.49373 -1.46145
C -1.46345 -1.81078 1.26680
C -0.25020 -2.36421 0.75193
C -0.29923 -2.28018 -0.67722
H 0.53990 -2.84153 1.33737
C -1.55005 -1.69061 -1.05383
C -2.28044 -1.42388 0.15917
H 1.77493 -0.00888 -2.50236
H 2.27112 2.34372 1.16313
H 2.68584 -0.28393 1.77755
H -3.30171 -1.03709 0.19804
H 0.46995 -2.61852 -1.37190
H -1.71968 -1.69870 2.32182
Ce -0.15068 0.21548 0.22370
C -2.03985 -1.39269 -2.46126
C -3.55457 -1.61706 -2.55652
C -1.35629 -2.29514 -3.49807
H -3.79346 -2.65597 -2.29404
H -3.86198 -1.43209 -3.58939
H -4.10887 -0.92992 -1.90882
H -1.53836 -3.34923 -3.24785
H -0.27470 -2.11500 -3.57556
H -1.81101 -2.09325 -4.47589
C -1.67014 0.09299 -2.76877
C -2.18426 0.64912 -4.10840
H -0.56501 0.19154 -2.77048
H -2.07966 0.76651 -1.98191
O -3.11138 0.15870 -4.75532
N -1.56188 1.76415 -4.60544
C -0.39420 2.47482 -4.09026
H -2.01247 2.15196 -5.42725
C 0.92395 1.91216 -4.59529
C 2.10708 2.58035 -4.26409
H 2.03426 3.52522 -3.71903
C 3.34469 2.03759 -4.61205
H 4.25902 2.54712 -4.30353
C 3.40167 0.84900 -5.35058
H 4.36844 0.42844 -5.62952
C 2.22118 0.21024 -5.73988
H 2.24664 -0.70624 -6.33145
C 0.97970 0.74831 -5.37085
H 0.05330 0.26651 -5.69287
H -0.40844 2.48553 -2.98467
H -0.48447 3.52546 -4.40533
S -0.50678 1.23737 2.78684
C -0.13727 0.25881 4.07543
N 0.12055 -0.38242 5.03472
```

Charge distribution, natural (NBO) scheme, values in e:
1. C -0.2990
2. C -0.2490
3. C -0.3095
4. H 0.2670
5. C -0.3040
6. C -0.2553
7. H 0.2672
8. C -0.2705
9. C -0.2904
10. C -0.2787
11. H 0.2783
12. C -0.0280
13. C -0.2945
14. H 0.2789
15. H 0.2812
16. H 0.2842
17. H 0.2748
18. H 0.2659
19. H 0.2864
20. Ce 1.2555
21. C -0.0567
22. C -0.6210
23. C -0.6178
24. H 0.2240
25. H 0.2741
26. H 0.2036
27. H 0.2324
28. H 0.2034
29. H 0.2481
30. C -0.4835
31. C 0.6889
32. H 0.2358
33. H 0.2185
34. O -0.5980
35. N -0.6185
36. C -0.2399
37. H 0.4252
38. C 0.0234
39. C -0.2620
40. H 0.2127
41. C -0.1847
42. H 0.2285
43. C -0.2140
44. H 0.2312
45. C -0.1977
46. H 0.2296
47. C -0.2637
48. H 0.2294
49. H 0.1852
50. H 0.2363
51. S -0.0746
52. C 0.0278
53. N -0.2869

2.
ORCA calculation (ωB97M-V/def2-TZVPD) on 2 unconnected molecules or ions with the total composition C4H14N2O2.

HOMO energy (spin up / spin down) = 0.97 / -5.63 eV
Charge = -1
Lowest unoccupied orbital energy (spin up / spin down) = 3.708 / 3.543 eV
Spin multiplicity = 2
Total energy = -11448.1573 eV

```
22
C4H14N2O2, DFT ωB97M-V/def2-TZVPD
N 0.17038 -1.87307 -0.48932
C -0.01703 -0.50035 -0.14836
C -1.26050 -0.19377 0.74245
C -1.08224 -0.81226 2.12016
O -0.90729 -2.23486 2.27479
C -0.15644 0.40747 -1.36300
N 1.19924 0.56482 -1.90333
H 1.10412 -2.08317 -0.80053
H -0.51618 -2.31298 -1.09087
H -0.89682 -2.50698 1.34073
H 0.83774 -0.12402 0.44856
H -2.10394 -0.44839 0.08152
H -1.36724 0.89675 0.88574
H -0.15153 -0.37141 2.48968
H -1.79342 -0.40825 2.82602
H -0.63283 1.37118 -1.15154
H -0.79086 0.15485 -2.23585
H 1.25717 0.90931 -2.85742
H 1.90674 1.06108 -1.38674
H 2.10529 3.05792 0.71635
H 1.49291 2.25464 -0.37731
O 1.60273 3.19145 -0.12171
```

Charge distribution, natural (NBO) scheme, values in e:
1. N -0.8736
2. C -0.1895
3. C -0.4598
4. C -0.1245
5. O -0.7448
6. C -0.2763
7. N -0.9199
8. H 0.3805
9. H 0.3546
10. H 0.4801
11. H 0.1671
12. H 0.1793
13. H 0.2237
14. H 0.1542
15. H 0.1560
16. H 0.1721
17. H 0.1791
18. H 0.3459
19. H 0.3273
20. H 0.2735
21. H 0.3978
22. O -1.2028

3.
ORCA calculation (ωB97M-V/def2-TZVPD) on a molecular structure, C4H7ClS.

HOMO energy = -9.14 eV
Lowest unoccupied orbital energy = 0.112 eV
Total energy = -27611.7567 eV

```
13
C4H7ClS, DFT ωB97M-V/def2-TZVPD
C 0.02009 -1.03894 -1.23277
C 0.10396 0.16424 -0.31078
C -0.34335 -0.04400 1.19803
C 0.55327 0.51819 2.01381
H 0.22387 -2.01064 -0.42751
H 1.37788 -0.78347 -1.99187
H -1.23884 -1.11626 -2.00616
H 1.29415 0.36659 -0.56634
H -1.36539 1.26853 -2.25249
H 1.21203 1.26103 1.59557
H 0.78006 0.59958 3.21703
S -0.78792 1.79741 -0.69675
Cl -1.82980 -0.98228 1.46022
```

Charge distribution, natural (NBO) scheme, values in e:
1. C -0.6100
2. C -0.4346
3. C -0.0512
4. C -0.4157
5. H 0.2526
6. H 0.2064
7. H 0.2436
8. H 0.2616
9. H 0.1430
10. H 0.2126
11. H 0.2273
12. S -0.0577
13. Cl 0.0220

4.
ORCA calculation (ωB97M-V/def2-TZVPD) on 9 unconnected molecules or ions with the total composition C34H81ClN3O12.

HOMO energy = -5.97 eV
Charge = -1
Lowest unoccupied orbital energy = 1.873 eV
Total energy = -78121.4253 eV

```
131
C34H81ClN3O12, DFT ωB97M-V/def2-TZVPD
Cl 3.26651 -0.08799 -2.68246
O 3.78557 -1.44800 -2.74452
O 4.39305 0.79627 -2.93070
O 2.25112 0.05783 -3.71775
O 2.60506 0.18199 -1.46384
C -7.99091 4.41602 -3.06915
C -7.13256 4.50730 -4.31785
C -5.63750 4.85054 -3.88621
C -4.74128 3.77712 -3.36748
C -4.70198 2.70517 -4.45973
C -6.17935 2.15504 -4.76582
N -7.08609 3.24189 -5.07685
O -8.25110 2.89148 -5.74705
C -5.99182 1.09982 -5.89971
C -6.65705 1.37067 -3.53598
C -7.71369 5.61350 -5.22317
H -7.55346 3.86611 -2.23588
H -8.98092 4.03166 -3.31458
H -8.04826 5.39449 -2.59227
H -5.14592 5.41152 -4.68104
H -5.76505 5.62547 -3.13037
H -5.07887 3.37523 -2.41217
H -3.76492 4.21818 -3.16677
H -3.99770 2.01562 -3.99430
H -4.19748 3.17642 -5.30323
H -6.88824 0.50763 -6.08365
H -5.64919 1.41947 -6.88385
H -5.11476 0.50280 -5.64987
H -6.69043 1.96095 -2.62025
H -7.66878 0.96757 -3.58075
H -5.95775 0.55973 -3.33237
H -8.79127 5.46337 -5.28939
H -7.25508 5.67191 -6.21027
H -7.52962 6.57189 -4.73766
H -8.83002 2.46535 -5.11077
C -5.17784 3.93389 6.25529
C -4.03624 3.58811 5.26950
C -2.74222 3.91839 6.05228
C -1.45638 3.28887 5.50252
C -1.54895 1.78400 5.29123
C -2.88205 1.33517 4.67315
N -4.03487 2.08125 5.05483
O -5.25546 1.59691 4.60053
C -2.69360 1.47522 3.07850
C -3.09322 -0.13154 5.06334
C -4.13894 4.31609 3.91854
H -5.17541 5.00228 6.47122
H -5.22040 3.34097 7.16893
H -6.18697 3.71427 5.90671
H -2.57397 4.98072 5.87552
H -2.88623 3.86708 7.13151
H -0.60138 3.54261 6.12916
H -1.35158 3.69029 4.49456
H -1.39123 1.18959 6.19116
H -0.72158 1.53249 4.62768
H -2.24037 0.56363 2.68902
H -3.60347 1.45995 2.47848
H -2.20240 2.41204 2.81546
H -2.15719 -0.68779 5.11351
H -3.57455 -0.17694 6.04026
H -3.70163 -0.62276 4.30398
H -4.52810 5.30828 4.14706
H -4.79998 3.88352 3.16754
H -3.16696 4.39439 3.43147
H -5.70486 1.37199 5.41848
C 4.97580 -6.57627 1.45223
C 4.62608 -6.75878 2.93406
C 5.75137 -7.67014 3.59050
C 5.95249 -7.43917 5.13053
C 5.94881 -5.97413 5.56828
C 4.70999 -5.21888 5.04025
N 4.60569 -5.39253 3.57974
O 3.61034 -4.53938 3.01598
C 3.41354 -5.72034 5.78478
C 4.92481 -3.72653 5.40895
C 3.27146 -7.55846 3.02762
H 4.12749 -6.16695 0.90366
H 5.24873 -7.51474 0.96964
H 5.79179 -5.86155 1.34539
H 5.54267 -8.72418 3.40737
H 6.72218 -7.46324 3.14011
H 6.94545 -7.73710 5.46722
H 5.20128 -8.01358 5.67260
H 6.86563 -5.54903 5.15981
H 6.10393 -5.98270 6.64715
H 3.34756 -6.79766 5.93682
H 3.35901 -5.21846 6.75082
H 2.53110 -5.41144 5.22442
H 4.07152 -3.11947 5.10652
H 5.09763 -3.69416 6.48468
H 5.75486 -3.27450 4.86600
H 2.40968 -6.90221 2.90609
H 3.19061 -7.96864 4.03426
H 3.17382 -8.37280 2.30969
H 4.12120 -3.87568 2.54680
C 8.83592 -1.25236 1.12042
C 9.89747 -2.30590 1.42286
O 11.18460 -1.83558 1.18332
H 8.79089 -1.06441 0.04769
H 9.00888 -0.26580 1.55039
H 7.81810 -1.56591 1.35246
H 9.73119 -3.28424 0.97198
H 9.88174 -2.57617 2.47871
H 11.33089 -1.90528 0.23709
C -0.24674 1.06299 -9.70549
C 0.71481 2.26199 -9.61913
O 0.77566 2.77596 -8.29377
H -0.05267 0.25795 -8.99673
H -0.08485 0.58081 -10.66954
H -1.29038 1.37716 -9.69060
H 0.37197 3.06808 -10.26779
H 1.73100 2.01266 -9.92457
H 0.91246 2.05806 -7.67127
C 6.39192 0.28928 -8.23156
O 6.53874 1.57316 -7.59068
H 6.97331 -0.44104 -7.66877
H 5.33540 0.02240 -8.20627
H 6.77966 0.36289 -9.24760
H 6.20838 1.52295 -6.69072
C 2.67013 5.46266 0.76358
O 1.46255 5.20189 -0.00842
H 2.79680 4.78887 1.61097
H 3.58047 5.51487 0.16639
H 2.65368 6.44769 1.23000
H 1.43644 4.28161 -0.28046
C -1.01869 -4.51667 -1.40353
O -1.50113 -3.81543 -2.51807
H -1.69179 -5.27983 -1.01286
H -0.06127 -4.99776 -1.60352
H -0.81434 -3.78159 -0.62507
H -0.91008 -3.10053 -2.76540
```

Results of the Löwdin charge analysis, in e, for atoms 1 through 99:
1. Cl 0.6019
2. O -0.4070
3. O -0.3999
4. O -0.4149
5. O -0.3796
6. C -0.0473
7. C -0.4835
8. C -0.1436
9. C -0.2074
10. C -0.1133
11. C -0.4628
12. N -0.1396
13. O 0.0033
14. C -0.0407
15. C -0.0430
16. C -0.0351
17. H 0.0712
18. H 0.0824
19. H 0.0829
20. H 0.1177
21. H 0.1102
22. H 0.1038
23. H 0.1184
24. H 0.1183
25. H 0.1216
26. H 0.0747
27. H 0.0787
28. H 0.0791
29. H 0.0565
30. H 0.0804
31. H 0.0887
32. H 0.0758
33. H 0.0877
34. H 0.0793
35. H 0.0856
36. C -0.0533
37. C -0.4543
38. C -0.1378
39. C -0.1673
40. C -0.1444
41. C -0.5012
42. N -0.1516
43. O -0.0041
44. C -0.0163
45. C -0.0413
46. C -0.0214
47. H 0.0833
48. H 0.0812
49. H 0.0715
50. H 0.1133
51. H 0.1121
52. H 0.1133
53. H 0.0983
54. H 0.1109
55. H 0.1215
56. H 0.0759
57. H 0.0702
58. H 0.0645
59. H 0.0822
60. H 0.0847
61. H 0.0792
62. H 0.0778
63. H 0.0841
64. H 0.0705
65. H 0.0987
66. C -0.0531
67. C -0.4564
68. C -0.1078
69. C -0.1868
70. C -0.1551
71. C -0.4896
72. N -0.0981
73. O -0.0155
74. C -0.0226
75. C -0.0416
76. C -0.0341
77. H 0.0807
78. H 0.0821
79. H 0.0832
80. H 0.1089
81. H 0.1050
82. H 0.1014
83. H 0.0936
84. H 0.1165
85. H 0.1195
86. H 0.0600
87. H 0.0728
88. H 0.0789
89. H 0.0769
90. H 0.0803
91. H 0.0812
92. H 0.0759
93. H 0.0589
94. H 0.0783
95. H 0.1067
96. C -0.0818
97. C -0.3535
98. O -0.0730
99. H 0.0701

5.
ORCA calculation (ωB97M-V/def2-TZVPD) on a single C5H9NO molecule.

HOMO energy = -9.40 eV
Lowest unoccupied orbital energy = 0.860 eV
SMILES = [H]/N=C1/O[C@@]1(C)CC
Total energy = -8866.3686 eV

```
16
C5H9NO, DFT ωB97M-V/def2-TZVPD
C -0.07170 2.15244 0.13161
C 0.25684 0.80936 -0.53680
C -0.06093 0.65675 -2.04968
C -0.56696 -0.59067 1.44177
C 0.60763 -0.22713 0.49522
N -0.82462 2.94888 0.77993
O 1.13289 1.97992 -0.36054
H 0.38801 1.44724 -2.64664
H -1.08188 0.48500 -2.39568
H 0.44414 -0.30995 -2.42749
H -0.06459 -1.06991 2.30204
H -1.17937 -1.32755 0.92096
H -1.13678 0.27326 1.84704
H 0.96779 -1.12529 0.03205
H 1.46755 0.22084 1.05874
H -1.77607 2.53279 0.89426
```

Charge distribution, natural (NBO) scheme, values in e:
1. C 0.5665
2. C 0.1558
3. C -0.6463
4. C -0.6046
5. C -0.4334
6. N -0.7018
7. O -0.4611
8. H 0.2418
9. H 0.2299
10. H 0.2097
11. H 0.2155
12. H 0.2079
13. H 0.2154
14. H 0.2102
15. H 0.2325
16. H 0.3621

6.
ORCA calculation (ωB97M-V/def2-TZVPD) on a gas-phase ion, C3H9N4 (charge +1).

HOMO energy = -13.86 eV
Charge = +1
Lowest unoccupied orbital energy = -4.247 eV
SMILES = C=CC(=[NH2+])NNN
Total energy = -9208.1645 eV

```
16
C3H9N4, DFT ωB97M-V/def2-TZVPD
C 1.07974 -1.05830 -0.82002
C 0.65203 0.34710 -0.71190
C 0.29561 -2.11500 -0.48936
N -0.48129 0.68830 -0.15045
N 1.46267 1.33774 -0.98183
N -1.37453 0.76333 1.84413
N -1.22101 -0.04613 0.69498
H 2.21269 -1.12965 -0.97424
H -0.74783 -2.08374 -0.41328
H 0.67705 -3.10831 -0.66730
H -0.50456 1.68761 0.04139
H 2.36331 1.30470 -1.24920
H 1.03554 2.32433 -0.93471
H -1.13996 0.27513 2.68099
H -2.26940 1.23668 1.92169
H -2.04004 -0.42377 0.20911
```

Charge distribution, natural (NBO) scheme, values in e:
1. C -0.3067
2. C 0.5163
3. C -0.2057
4. N -0.3605
5. N -0.7052
6. N -0.6764
7. N -0.2976
8. H 0.2458
9. H 0.2045
10. H 0.2315
11. H 0.3842
12. H 0.4248
13. H 0.4133
14. H 0.3883
15. H 0.3734
16. H 0.3699

Question: The lowest total energy belongs to which entry?
Answer: C34H81ClN3O12

Question: Look up the total energy of the sixth one.
Answer: -9208.1645 eV

Question: Among the records above, which one has the highest total energy?
Answer: C5H9NO

Question: Among the records above, which one has the lowest total energy?
Answer: C34H81ClN3O12